9
Properties=species:S:1:pos:R:3 method="wB97M-V/def2-TZVPD" lumo_energy_ev="-1.65 / 0.33" homo_energy_ev="-7.444 / -10.090" max_force_ev_per_a=4.516 orbital_gap_ev="5.797 / 10.421"
C -0.52 0.46 0.31
C 0.83 -0.80 -3.46
F -0.21 -0.85 -2.47
F 1.95 -0.73 -2.68
S 1.11 0.11 0.66
Cl 0.52 0.52 -4.50
H -0.57 1.49 0.68
H -1.23 -0.37 0.34
H 1.26 -1.07 0.03

=====

15
Properties=species:S:1:pos:R:3 method="wB97M-V/def2-TZVPD" lumo_energy_ev=0.93 homo_energy_ev=-9.784 max_force_ev_per_a=0.606 orbital_gap_ev=10.716
C -2.19 0.56 -0.44
O -1.31 0.43 0.67
C -0.63 -0.73 1.11
C 0.59 -0.84 0.21
O 0.59 -1.42 -0.85
O 1.58 -0.04 0.64
C 2.41 0.45 -0.41
H -2.49 -0.34 -0.99
H -1.77 1.27 -1.16
H -3.10 1.03 -0.04
H -0.31 -0.51 2.14
H -1.21 -1.66 1.11
H 2.74 -0.35 -1.07
H 1.83 1.17 -0.99
H 3.26 0.95 0.06

=====

77
Properties=species:S:1:pos:R:3 method="wB97M-V/def2-TZVPD" lumo_energy_ev="3.87 / 3.87" total_charge=-2 homo_energy_ev="-1.117 / -1.124" max_force_ev_per_a=0.958 orbital_gap_ev="4.989 / 4.991" multiplicity=2
Sr 0.13 0.23 -0.04
O -0.57 5.18 5.60
C -0.46 4.42 4.66
S 1.05 4.04 3.85
C 0.45 2.84 2.71
C -0.87 2.56 2.79
S -1.85 1.42 1.86
S -1.77 3.44 4.02
S 1.68 2.20 1.63
C 4.68 -3.26 -1.97
C 5.38 -2.23 -2.58
C 4.79 -0.99 -2.76
C 3.49 -0.73 -2.30
C 2.78 -1.79 -1.69
C 3.38 -3.03 -1.53
N 3.01 0.55 -2.49
N 1.88 0.79 -1.84
C 1.43 2.08 -2.00
C 2.15 3.11 -2.65
C 1.62 4.37 -2.67
C 0.39 4.63 -2.05
C -0.25 3.56 -1.44
N 0.24 2.33 -1.43
H 5.13 -4.24 -1.84
H 6.39 -2.39 -2.94
H 5.33 -0.18 -3.23
H 1.76 -1.66 -1.38
H 2.80 -3.83 -1.08
H 3.10 2.87 -3.10
H 2.16 5.17 -3.16
H -0.04 5.62 -2.02
H -1.19 3.69 -0.91
C -5.01 -3.25 4.09
C -4.63 -1.95 3.83
C -3.75 -1.67 2.79
C -3.27 -2.70 1.98
C -3.66 -4.01 2.26
C -4.52 -4.29 3.31
P -2.15 -2.20 0.63
C -1.26 -3.77 0.30
C -0.32 -4.19 1.25
C 0.43 -5.33 1.05
C 0.26 -6.08 -0.11
C -0.66 -5.67 -1.06
C -1.42 -4.53 -0.85
C -3.28 -2.05 -0.79
C -4.66 -2.25 -0.72
C -5.47 -1.91 -1.79
C -4.91 -1.39 -2.95
C -3.54 -1.23 -3.05
C -2.71 -1.55 -1.97
H -5.69 -3.47 4.91
H -4.99 -1.13 4.44
H -3.42 -0.65 2.61
H -3.27 -4.82 1.65
H -4.81 -5.31 3.51
H -0.16 -3.58 2.13
H 1.15 -5.63 1.79
H 0.86 -6.97 -0.28
H -0.78 -6.23 -1.98
H -2.12 -4.21 -1.61
H -5.10 -2.65 0.19
H -6.55 -2.05 -1.71
H -5.55 -1.12 -3.78
H -3.09 -0.84 -3.95
C 2.74 -2.62 3.01
S 2.27 -0.97 2.47
C 3.72 -0.63 1.48
O 1.16 -1.28 1.49
H 2.77 -3.27 2.13
H 1.99 -2.97 3.71
H 3.71 -2.59 3.50
H 4.54 -0.39 2.16
H 3.50 0.24 0.87
H 3.95 -1.49 0.84
S -0.44 -1.91 -3.29
C -1.25 -1.34 -1.99